Record 1
A 2-piece molecular cluster, C2H5NO3 overall at a distorted geometry. Source: OMol25; level of theory: ωB97M-V with the def2-TZVPD basis set.

Cartesian coordinates (Å):
O  0.343  -0.846  -1.745
C  1.174  0.016  -1.672
N  0.866  1.266  -1.179
C  -0.335  1.609  -0.601
O  -0.601  2.737  -0.264
H  2.162  -0.118  -2.114
H  1.509  2.040  -1.025
H  -1.022  0.763  -0.462
H  -1.352  -1.863  2.538
H  -1.293  -2.826  3.733
O  -1.453  -2.778  2.791

## Properties
lowest unoccupied orbital energy = 0.02028 Ha
SMILES = O=CNC=O.O
charge = 0
ΔE to the lowest compared entry with this formula, charge and spin = 61.9 kJ/mol

=====

Record 2
A 2-piece molecular cluster, C2H10P2Si2 overall at a distorted geometry. Source: OMol25; level of theory: ωB97M-V with the def2-TZVPD basis set.

Cartesian coordinates (Å):
C  0.277  0.854  2.403
C  -1.401  -2.071  -0.509
Si  2.187  2.030  0.088
Si  -1.338  -0.934  -2.022
P  0.508  -0.545  1.534
P  -1.542  -0.829  0.915
H  1.020  1.525  2.793
H  -0.739  1.305  2.497
H  -2.073  -2.904  -0.225
H  -0.434  -2.467  -0.376
H  2.882  0.832  0.585
H  1.289  2.014  -1.015
H  3.092  3.194  0.552
H  -1.243  -1.765  -3.311
H  -0.058  -0.329  -1.545
H  -2.428  0.089  -2.363

## Properties
lowest unoccupied orbital energy (spin up / spin down) = -0.05145 / -0.02089 Ha
charge = 0
ΔE to the lowest compared entry with this formula, charge and spin = 262.7 kJ/mol

=====

Record 3
An isolated ion of composition ClH3O3P and charge +1 at a distorted geometry. Source: OMol25; level of theory: ωB97M-V with the def2-TZVPD basis set.

Cartesian coordinates (Å):
O  -0.230  0.094  1.418
O  -0.101  1.245  -0.739
O  -0.050  -1.341  -0.772
P  0.407  -0.005  -0.038
Cl  2.585  -0.055  0.368
H  -0.609  -0.637  1.874
H  -0.910  1.718  -0.777
H  0.243  -1.679  -1.647

## Properties
lowest unoccupied orbital energy = -0.20846 Ha
charge = +1
ΔE to the lowest compared entry with this formula, charge and spin = 77.0 kJ/mol

=====

Record 4
A 2-piece molecular cluster, ClNO3S overall at a distorted geometry. Source: OMol25; level of theory: ωB97M-V with the def2-TZVPD basis set.

Cartesian coordinates (Å):
N  -2.524  0.164  0.366
O  -3.116  0.336  -0.611
O  1.982  1.089  0.550
O  2.454  -1.237  0.000
S  2.006  0.053  -0.442
Cl  -0.802  -0.406  0.138

## Properties
lowest unoccupied orbital energy = -0.05549 Ha
charge = 0
ΔE to the lowest compared entry with this formula, charge and spin = 10.5 kJ/mol

=====

Record 5
One molecule with the formula CH3NO2S at a distorted geometry. Source: OMol25; level of theory: ωB97M-V with the def2-TZVPD basis set.

Cartesian coordinates (Å):
C  -1.493  -0.001  -0.048
N  -0.016  0.242  -0.397
O  0.999  -0.379  0.211
O  3.415  0.739  -0.265
S  2.691  -0.372  0.271
H  -2.095  0.850  -0.116
H  -1.637  -0.331  0.992
H  -1.865  -0.749  -0.648

## Properties
lowest unoccupied orbital energy (spin up / spin down) = 0.00735 / -0.03212 Ha
charge = 0
ΔE to the lowest compared entry with this formula, charge and spin = 448.8 kJ/mol

=====

Record 6
A 2-piece molecular cluster, C4H8N2O2S overall at a distorted geometry. Source: OMol25; level of theory: ωB97M-V with the def2-TZVPD basis set.

Cartesian coordinates (Å):
C  -0.947  0.637  1.594
C  -0.294  1.026  -1.734
C  -1.345  -1.804  1.057
C  0.734  1.153  -0.704
N  -1.214  1.670  1.168
N  1.501  0.165  -0.322
O  2.525  0.427  0.615
O  1.495  -1.051  -0.580
S  -0.537  -0.808  2.382
H  0.208  1.412  -2.698
H  -0.789  -0.033  -1.623
H  -1.131  1.668  -1.491
H  -1.485  -2.905  1.450
H  -0.605  -1.851  0.167
H  -2.347  -1.501  0.515
H  1.072  2.086  -0.264
H  3.160  -0.293  0.470

## Properties
lowest unoccupied orbital energy = 0.01737 Ha
SMILES = C/C=[N+](\[O-])O.CSC#N
charge = 0
ΔE to the lowest compared entry with this formula, charge and spin = 493.0 kJ/mol

=====

Record 7
C2H11Cl2O5PSi2 as an isolated structure at a distorted geometry. Source: OMol25; level of theory: ωB97M-V with the def2-TZVPD basis set.

Cartesian coordinates (Å):
C  -1.771  -2.969  -1.906
Si  -0.784  -1.357  -1.374
O  0.654  -1.944  -0.541
Si  1.570  -0.641  0.201
O  1.271  0.954  -0.504
P  -2.172  -0.207  -0.102
O  -1.642  1.216  0.339
O  -3.625  0.053  -1.087
O  -2.724  -1.202  1.258
H  -1.911  -3.048  -3.066
H  -2.793  -2.978  -1.304
H  -1.180  -3.954  -1.582
H  -0.481  -0.633  -2.629
H  1.398  -0.703  1.646
H  3.001  -0.956  -0.048
H  1.627  1.593  0.210
H  -3.374  0.430  -1.983
H  -2.222  -0.835  2.060
C  3.123  3.487  2.187
Cl  2.836  4.292  0.640
Cl  2.171  2.004  2.319
H  4.184  3.237  2.266
H  2.843  4.163  2.998

## Properties
lowest unoccupied orbital energy = 0.01102 Ha
charge = 0

=====

Record 8
One molecule with the formula C5H8O2. Source: OMol25; level of theory: ωB97M-V with the def2-TZVPD basis set.

Cartesian coordinates (Å):
C  -0.482  -0.561  -1.541
C  -0.476  -0.504  -0.008
C  0.720  -1.247  0.538
O  1.728  -0.659  0.883
C  0.025  0.804  1.988
C  -0.354  0.930  0.569
O  0.392  1.791  -0.275
H  -0.525  -1.595  -1.902
H  0.412  -0.085  -1.954
H  -1.351  -0.025  -1.931
H  -1.380  -0.983  0.386
H  0.658  -2.347  0.630
H  0.760  1.607  2.197
H  -1.367  1.363  0.666
H  1.305  1.474  -0.206

## Properties
lowest unoccupied orbital energy = -0.00488 Ha
charge = 0
ΔE to the lowest compared entry with this formula, charge and spin = 439.7 kJ/mol

=====

Record 9
A 2-piece molecular cluster, C2H4I2O overall at a distorted geometry. Source: OMol25; level of theory: ωB97M-V with the def2-TZVPD basis set.

Cartesian coordinates (Å):
C  0.701  0.120  -0.572
C  0.661  -0.549  0.847
O  0.461  -0.086  1.907
I  1.201  -2.654  0.638
I  -2.535  1.739  0.475
H  1.738  0.091  -0.810
H  0.204  -0.557  -1.254
H  0.422  1.206  -0.647
H  -2.852  0.689  -0.584

## Properties
<S²> = 2.01
multiplicity = 3
lowest unoccupied orbital energy (spin up / spin down) = 0.01480 / -0.12535 Ha
charge = 0
ΔE to the lowest compared entry with this formula, charge and spin = 185.4 kJ/mol

=====

Record 10
One molecule with the formula C7H16O3 at a distorted geometry. Source: OMol25; level of theory: ωB97M-V with the def2-TZVPD basis set.

Cartesian coordinates (Å):
C  0.221  2.170  -6.150
C  1.228  1.851  -5.038
C  1.409  3.075  -4.130
C  2.578  1.472  -5.663
O  3.140  2.576  -6.346
C  0.785  0.631  -4.204
C  -0.650  0.634  -3.683
C  -0.852  -0.066  -2.352
O  -2.174  -0.251  -2.031
H  -0.708  2.592  -5.738
H  -0.025  1.271  -6.735
H  0.634  2.920  -6.838
H  1.685  3.959  -4.719
H  2.197  2.896  -3.383
H  0.479  3.311  -3.592
H  2.427  0.629  -6.360
H  3.261  1.128  -4.865
H  3.966  2.307  -6.755
H  1.458  0.540  -3.336
H  0.900  -0.288  -4.801
H  -0.942  1.683  -3.491
H  -0.454  -1.020  -2.973
H  -0.313  0.467  -1.555
O  -1.858  0.165  -4.597
H  -2.787  0.072  -2.879
H  -2.054  0.868  -5.221

## Properties
lowest unoccupied orbital energy = 0.02111 Ha
SMILES = CC(C)(CO)C[C@@H](O)CO
charge = 0
ΔE to the lowest compared entry with this formula, charge and spin = 217.7 kJ/mol